No. 1
{
  "formula": "C20H20BrN2O2RuS2",
  "method": "ωB97M-V/def2-TZVPD",
  "symbols": ["Ru", "O", "C", "C", "C", "C", "C", "C", "C", "O", "N", "N", "C", "C", "Br", "C", "C", "C", "C", "C", "C", "C", "H", "H", "H", "H", "H", "H", "H", "H", "H", "H", "H", "H", "H", "H", "C", "C", "S", "C", "C", "S", "H", "H", "H", "H", "H", "H"],
  "coordinates": [[2.009, -0.474, -0.323], [1.623, 1.138, 1.702], [0.988, 2.333, 1.434], [0.375, 3.013, 2.481], [-0.270, 4.215, 2.260], [-0.300, 4.753, 0.981], [0.315, 4.068, -0.051], [0.964, 2.852, 0.142], [1.559, 2.164, -1.079], [2.638, 1.330, -0.760], [0.505, 1.427, -1.768], [0.318, 0.244, -0.982], [-0.981, -0.133, -0.794], [-1.418, -0.989, 0.156], [-0.062, -1.745, 1.318], [-2.732, -1.451, 0.423], [-3.950, -0.784, 0.085], [-5.146, -1.533, 0.078], [-6.355, -0.950, -0.242], [-6.420, 0.405, -0.552], [-5.260, 1.168, -0.519], [-4.043, 0.592, -0.205], [1.338, 0.823, 2.566], [0.412, 2.588, 3.479], [-0.743, 4.728, 3.087], [-0.797, 5.695, 0.792], [0.290, 4.474, -1.056], [1.905, 2.936, -1.776], [0.886, 1.133, -2.667], [-1.704, 0.286, -1.485], [-2.821, -2.414, 0.909], [-5.101, -2.589, 0.316], [-7.255, -1.552, -0.250], [-7.368, 0.863, -0.802], [-5.306, 2.230, -0.728], [-3.165, 1.219, -0.133], [5.862, -3.117, 0.254], [4.512, -2.535, -0.070], [4.168, -0.994, 0.530], [3.611, -3.266, -0.845], [3.981, -4.643, -1.319], [2.065, -2.704, -1.285], [6.445, -2.419, 0.849], [6.419, -3.347, -0.656], [5.758, -4.048, 0.816], [4.872, -4.606, -1.950], [3.170, -5.087, -1.891], [4.210, -5.296, -0.473]],
  "mulliken_spin": [2.5101, 0.0409, -0.0085, 0.0000, -0.0001, 0.0007, 0.0019, 0.0238, -0.0021, 0.1346, 0.0024, 0.2151, 0.2101, -0.0068, 0.0921, 0.4645, -0.0688, 0.1498, -0.0771, 0.1510, -0.0780, 0.1486, -0.0017, 0.0001, 0.0001, -0.0001, -0.0001, 0.0036, 0.0043, 0.0182, 0.0255, 0.0009, -0.0029, 0.0111, -0.0031, 0.0150, -0.0003, 0.1201, 0.3242, 0.2267, -0.0091, 0.3255, 0.0027, 0.0041, 0.0052, 0.0121, 0.0035, 0.0102],
  "lumo_energy_ev": [0.5, -1.9],
  "e_above_lowest_kcal_mol": 10.54,
  "multiplicity": 6,
  "s2": 8.804,
  "largest_force_ha_per_bohr": 0.006,
  "orbital_gap_ha": [0.252, 0.235]
}

---

No. 2
{
  "formula": "C3H4N2S",
  "method": "ωB97M-V/def2-TZVPD",
  "symbols": ["C", "C", "C", "N", "N", "S", "H", "H", "H", "H"],
  "coordinates": [[-1.336, -1.091, 1.377], [0.448, 0.012, -0.387], [1.481, 0.947, -0.940], [-2.000, -1.176, 0.308], [-2.482, -0.824, -0.650], [0.083, 0.170, 1.234], [-1.254, -1.555, 2.331], [2.246, 1.170, -0.210], [1.881, 0.545, -1.872], [0.932, 1.802, -1.190]],
  "lowdin_charge": [-0.3968, -0.4532, -0.2327, -0.2380, 0.2183, 0.8883, 0.0392, 0.0555, 0.0660, 0.0533],
  "lumo_energy_ev": [0.0, 0.0],
  "e_above_lowest_kcal_mol": 124.87,
  "largest_force_ha_per_bohr": 0.072,
  "orbital_gap_ha": [0.310, 0.310]
}